Entry 1:
{"formula": "C5H6N2O", "method": "ωB97M-V with the def2-TZVPD basis set", "symbols": ["C", "C", "C", "C", "C", "H", "H", "H", "H", "H", "H", "N", "N", "O"], "xyz": [[-0.952, 2.103, 0.924], [-0.272, -0.259, 0.763], [0.058, -1.259, -0.154], [1.060, -2.180, -0.885], [0.285, -0.377, -1.237], [-1.787, 2.295, 0.424], [-1.016, 1.675, 2.004], [-0.445, 3.101, 1.024], [-0.438, -0.466, 1.770], [2.030, -2.449, -0.408], [0.441, -2.898, -1.375], [-0.282, 0.933, 0.254], [0.101, 0.889, -1.068], [1.217, -1.110, -2.036]], "mulliken_charge": [-0.67, -0.54, -0.08, -0.09, 0.42, 0.32, 0.23, 0.26, 0.39, 0.27, 0.23, 0.64, -0.95, -0.41], "max_force_ha_per_bohr": 0.1114, "lumo_energy_ha": 0.0313, "orbital_gap_ev": 9.70, "total_charge": 0, "de_lowest_kcal_mol": 99.07}

=====

Entry 2:
{"formula": "F2H4SSi2", "method": "ωB97M-V with the def2-TZVPD basis set", "symbols": ["F", "Si", "S", "Si", "F", "H", "H", "H", "H"], "xyz": [[1.008, 0.634, 2.284], [1.617, -0.731, 1.634], [1.392, -0.639, -0.444], [-0.380, -1.838, -1.184], [-0.086, -1.817, -2.730], [3.151, -0.640, 2.079], [0.961, -1.868, 2.186], [-1.685, -1.447, -1.082], [-0.050, -3.240, -0.596]], "mulliken_charge": [-0.27, 0.57, -0.25, 0.52, -0.21, -0.08, -0.12, -0.09, -0.06], "max_force_ha_per_bohr": 0.0891, "lumo_energy_ha": 0.0166, "orbital_gap_ev": 10.68, "smiles": "F[SiH2]S[SiH2]F", "total_charge": 0, "de_lowest_kcal_mol": 13.53}

=====

Entry 3:
{"formula": "C10H17ClFNO6PtS", "method": "ωB97M-V with the def2-TZVPD basis set", "symbols": ["N", "C", "C", "C", "C", "C", "C", "C", "C", "O", "O", "C", "O", "O", "C", "Cl", "S", "O", "O", "F", "H", "H", "H", "H", "H", "H", "H", "H", "H", "H", "H", "H", "H", "H", "H", "H", "H", "Pt"], "xyz": [[-2.366, -3.069, -1.764], [-1.102, -3.922, -1.896], [-0.239, -4.032, -0.492], [0.984, -2.893, -0.416], [0.335, -1.651, 0.496], [1.293, -0.323, 0.548], [0.329, 1.021, 0.713], [-0.195, 1.227, -0.832], [-1.157, 2.534, -1.066], [-2.335, 2.610, -0.187], [-0.656, 0.524, 1.730], [0.018, 0.773, 3.048], [-0.497, 0.345, 4.210], [1.255, 1.588, 2.806], [0.891, 2.301, 1.569], [-0.358, 3.549, 2.242], [2.139, 3.463, 0.763], [1.331, 4.777, 0.427], [3.283, 3.915, 1.717], [2.856, 2.767, -0.639], [-2.972, -3.429, -0.967], [-2.113, -2.060, -1.558], [-1.368, -5.013, -2.260], [-0.432, -3.442, -2.727], [0.155, -5.116, -0.292], [-1.000, -3.790, 0.394], [1.908, -3.382, 0.121], [1.215, -2.547, -1.530], [0.275, -2.066, 1.609], [-0.735, -1.461, 0.026], [1.845, -0.269, -0.509], [2.121, -0.412, 1.370], [-0.763, 0.289, -1.279], [0.778, 1.350, -1.512], [-0.467, 3.480, -1.057], [-1.581, 2.442, -2.178], [-2.963, 3.269, -0.616], [0.288, 6.649, -0.011]], "mulliken_charge": [-0.37, -0.49, -0.42, -0.52, -0.41, -0.72, 0.81, -0.48, -0.43, -0.46, -0.36, 0.43, -0.45, -0.25, 0.10, -0.04, 1.15, -0.56, -0.44, -0.21, 0.35, 0.27, 0.30, 0.33, 0.39, 0.30, 0.33, 0.28, 0.34, 0.00, 0.38, 0.37, 0.20, 0.33, 0.14, 0.44, 0.34, 1.04], "max_force_ha_per_bohr": 0.2074, "lumo_energy_ha": -0.4926, "orbital_gap_ev": 1.47, "total_charge": 2}

=====

Entry 4:
{"formula": "CH6O", "method": "ωB97M-V with the def2-TZVPD basis set", "symbols": ["C", "H", "H", "H", "H", "O", "H", "H"], "xyz": [[1.767, -0.284, 0.352], [2.189, -1.009, -0.360], [2.580, 0.300, 0.807], [1.081, 0.393, -0.177], [1.217, -0.821, 1.139], [-2.912, 0.490, -0.987], [-3.710, 0.263, -0.456], [-2.212, 0.667, -0.318]], "mulliken_charge": [-0.84, 0.22, 0.23, 0.18, 0.22, -0.65, 0.33, 0.32], "max_force_ha_per_bohr": 0.0240, "lumo_energy_ha": 0.0298, "orbital_gap_ev": 12.39, "smiles": "C.O", "total_charge": 0, "de_lowest_kcal_mol": 0.46}

=====

What did the third record say?
{"formula": "C10H17ClFNO6PtS", "method": "ωB97M-V with the def2-TZVPD basis set", "symbols": ["N", "C", "C", "C", "C", "C", "C", "C", "C", "O", "O", "C", "O", "O", "C", "Cl", "S", "O", "O", "F", "H", "H", "H", "H", "H", "H", "H", "H", "H", "H", "H", "H", "H", "H", "H", "H", "H", "Pt"], "xyz": [[-2.366, -3.069, -1.764], [-1.102, -3.922, -1.896], [-0.239, -4.032, -0.492], [0.984, -2.893, -0.416], [0.335, -1.651, 0.496], [1.293, -0.323, 0.548], [0.329, 1.021, 0.713], [-0.195, 1.227, -0.832], [-1.157, 2.534, -1.066], [-2.335, 2.610, -0.187], [-0.656, 0.524, 1.730], [0.018, 0.773, 3.048], [-0.497, 0.345, 4.210], [1.255, 1.588, 2.806], [0.891, 2.301, 1.569], [-0.358, 3.549, 2.242], [2.139, 3.463, 0.763], [1.331, 4.777, 0.427], [3.283, 3.915, 1.717], [2.856, 2.767, -0.639], [-2.972, -3.429, -0.967], [-2.113, -2.060, -1.558], [-1.368, -5.013, -2.260], [-0.432, -3.442, -2.727], [0.155, -5.116, -0.292], [-1.000, -3.790, 0.394], [1.908, -3.382, 0.121], [1.215, -2.547, -1.530], [0.275, -2.066, 1.609], [-0.735, -1.461, 0.026], [1.845, -0.269, -0.509], [2.121, -0.412, 1.370], [-0.763, 0.289, -1.279], [0.778, 1.350, -1.512], [-0.467, 3.480, -1.057], [-1.581, 2.442, -2.178], [-2.963, 3.269, -0.616], [0.288, 6.649, -0.011]], "mulliken_charge": [-0.37, -0.49, -0.42, -0.52, -0.41, -0.72, 0.81, -0.48, -0.43, -0.46, -0.36, 0.43, -0.45, -0.25, 0.10, -0.04, 1.15, -0.56, -0.44, -0.21, 0.35, 0.27, 0.30, 0.33, 0.39, 0.30, 0.33, 0.28, 0.34, 0.00, 0.38, 0.37, 0.20, 0.33, 0.14, 0.44, 0.34, 1.04], "max_force_ha_per_bohr": 0.2074, "lumo_energy_ha": -0.4926, "orbital_gap_ev": 1.47, "total_charge": 2}

=====

Q: What is the formula in the fourth record?
A: CH6O